Entry 1:
DFT (ωB97M-V with the def2-TZVPD basis set) results for C37H25AsBrCl2NO2ReSe3Te as an isolated structure.

Each line ends with the Mulliken charge.
Cartesian coordinates (Å):
Re  -1.691  0.466  0.471  0.09
Br  0.725  0.725  2.199  -0.06
C  -0.150  1.761  3.509  1.27
C  0.501  1.985  4.684  -0.70
C  -0.093  2.825  5.650  -0.67
C  -1.283  3.423  5.371  -0.88
C  -1.951  3.205  4.139  1.02
C  -3.149  3.900  3.862  -0.77
C  -3.754  3.728  2.659  -1.25
C  -3.234  2.810  1.717  -0.24
C  -2.107  2.033  1.924  0.64
C  -1.414  2.310  3.164  -0.41
H  1.469  1.537  4.861  0.47
H  0.411  3.003  6.591  0.39
H  -1.742  4.094  6.088  0.36
H  -3.548  4.580  4.607  0.37
H  -4.652  4.285  2.413  0.41
H  -3.770  2.721  0.787  0.57
Se  -1.439  2.258  -1.240  -0.17
Se  -2.884  1.928  -3.050  -0.31
Te  -4.206  -0.072  -2.380  -0.09
Se  -4.169  0.211  0.062  -0.26
Cl  -1.925  -3.760  -2.455  -0.19
C  -2.113  -3.642  -0.736  0.59
C  -2.433  -4.803  -0.010  -0.64
C  -2.579  -4.767  1.346  0.67
Cl  -2.972  -6.230  2.215  -0.28
C  -2.412  -3.546  2.043  -0.23
C  -2.537  -3.381  3.441  -0.70
C  -2.357  -2.149  3.999  -1.28
C  -2.051  -1.055  3.174  0.29
N  -1.924  -1.176  1.870  0.14
C  -2.096  -2.405  1.287  0.58
C  -1.924  -2.417  -0.129  -1.29
O  -1.594  -1.332  -0.742  0.27
H  -2.567  -5.735  -0.542  0.49
H  -2.775  -4.240  4.055  0.44
H  -2.448  -1.992  5.064  0.46
H  -1.933  -0.064  3.587  0.32
O  0.561  -0.067  -0.309  1.50
As  1.569  -0.051  -1.626  0.43
C  2.016  1.721  -2.163  0.17
C  1.968  2.131  -3.488  -0.08
C  2.266  3.452  -3.804  -0.72
C  2.609  4.346  -2.799  -0.48
C  2.660  3.927  -1.473  -0.72
C  2.362  2.613  -1.150  -0.30
C  3.211  -0.897  -1.132  -0.03
C  4.388  -0.660  -1.836  -0.18
C  5.561  -1.283  -1.437  -0.71
C  5.553  -2.134  -0.338  -0.44
C  4.377  -2.366  0.363  -0.74
C  3.198  -1.746  -0.031  -0.30
C  0.869  -0.953  -3.147  0.03
C  1.500  -2.080  -3.663  -0.49
C  0.942  -2.732  -4.755  -0.64
C  -0.233  -2.255  -5.321  -0.63
C  -0.865  -1.136  -4.792  -0.72
C  -0.322  -0.483  -3.697  0.15
H  1.692  1.435  -4.270  0.42
H  2.224  3.783  -4.834  0.42
H  2.834  5.376  -3.048  0.40
H  2.921  4.629  -0.690  0.42
H  2.370  2.287  -0.117  0.29
H  4.393  0.014  -2.686  0.42
H  6.481  -1.101  -1.977  0.40
H  6.471  -2.617  -0.027  0.38
H  4.376  -3.029  1.219  0.41
H  2.272  -1.909  0.507  0.32
H  2.415  -2.451  -3.218  0.40
H  1.424  -3.612  -5.162  0.39
H  -0.667  -2.769  -6.171  0.38
H  -1.794  -0.780  -5.221  0.39
H  -0.830  0.371  -3.264  0.08

Properties
2S+1 ... 4
Charge ... 0
<S²> ... 3.80
HOMO-LUMO gap (spin up / spin down) ... 6.3 / 5.4 eV
F_max ... 0.026 Eh/bohr
LUMO (spin up / spin down) ... -0.39 / -1.24 eV
Energy relative to the best compared isomer or geometry (same formula, charge and spin) ... 10.3 kcal per mole

Entry 2:
DFT (ωB97M-V with the def2-TZVPD basis set) results for C37H27BaCl2N5O6PSSe2 as an isolated structure.

Each line ends with the Mulliken charge.
Cartesian coordinates (Å):
Ba  -0.147  0.114  0.536  1.90
C  2.755  -0.373  3.751  -1.15
C  1.995  0.905  3.704  0.04
N  1.066  1.200  2.817  0.23
C  0.611  2.457  3.126  0.27
C  1.272  2.924  4.229  -0.13
N  2.151  1.927  4.572  0.03
C  1.210  4.155  5.048  0.53
O  0.291  5.022  4.717  -0.59
O  1.981  4.289  5.980  -0.68
C  -0.427  3.131  2.277  0.32
O  -0.896  4.214  2.714  -0.87
O  -0.744  2.552  1.218  -0.63
H  2.583  -0.917  2.824  0.13
H  2.420  -0.994  4.584  0.29
H  3.824  -0.195  3.865  0.38
H  2.783  2.007  5.352  0.21
H  -0.283  4.663  3.917  0.47
Cl  -1.787  -7.576  1.584  -0.27
C  -1.586  -5.841  1.660  0.30
C  -2.639  -5.056  2.154  -0.66
C  -2.493  -3.701  2.229  0.50
Cl  -3.799  -2.735  2.849  -0.23
C  -1.299  -3.005  1.813  -0.37
O  -1.201  -1.753  1.915  -0.63
C  -0.265  -3.858  1.306  0.97
C  1.007  -3.320  0.873  -0.49
O  1.315  -2.147  0.745  -0.40
C  -0.426  -5.253  1.252  -0.91
H  -3.561  -5.520  2.478  0.43
H  1.773  -4.092  0.658  0.27
H  0.389  -5.861  0.875  0.36
N  -3.991  0.820  -2.830  -0.06
C  -3.664  0.567  -4.174  -0.23
C  -4.633  0.688  -5.153  -0.56
C  -4.318  0.447  -6.487  -0.55
C  -3.032  0.084  -6.838  -0.67
C  -2.058  -0.042  -5.851  -0.44
C  -2.367  0.199  -4.526  0.58
S  -1.106  0.017  -3.292  0.18
N  -1.907  0.319  -1.842  0.10
C  -3.132  0.658  -1.765  0.41
C  -3.717  0.930  -0.416  0.24
C  -4.944  1.558  -0.255  -0.74
C  -5.437  1.743  1.028  -0.54
C  -4.686  1.311  2.103  -1.01
C  -3.446  0.740  1.849  -0.39
N  -2.981  0.541  0.624  0.35
H  -4.970  0.889  -2.621  0.17
H  -5.640  0.976  -4.874  0.36
H  -5.085  0.546  -7.244  0.36
H  -2.777  -0.104  -7.873  0.38
H  -1.048  -0.333  -6.110  0.34
H  -5.505  1.939  -1.097  0.44
H  -6.392  2.229  1.179  0.41
H  -5.029  1.436  3.120  0.44
H  -2.807  0.402  2.657  0.65
Se  1.841  2.050  -1.187  -0.56
P  2.802  0.610  -2.475  0.58
Se  2.160  -1.422  -2.389  -0.38
C  2.702  1.259  -4.191  0.24
C  2.100  0.539  -5.212  -0.20
C  2.015  1.079  -6.491  -0.57
C  2.534  2.337  -6.751  -0.45
C  3.147  3.056  -5.732  -0.61
C  3.230  2.521  -4.459  -0.54
C  4.618  0.687  -2.208  0.35
C  5.187  1.550  -1.283  -0.26
C  6.567  1.591  -1.123  -0.55
C  7.381  0.774  -1.892  -0.39
C  6.814  -0.092  -2.820  -0.63
C  5.438  -0.138  -2.975  -0.50
H  1.726  -0.456  -4.994  0.44
H  1.549  0.514  -7.289  0.39
H  2.466  2.757  -7.747  0.36
H  3.556  4.039  -5.933  0.37
H  3.690  3.085  -3.656  0.35
H  4.539  2.185  -0.691  0.26
H  7.005  2.263  -0.397  0.39
H  8.457  0.807  -1.768  0.36
H  7.447  -0.735  -3.419  0.37
H  4.988  -0.827  -3.680  0.33

Properties
Charge ... -1
HOMO-LUMO gap ... 6.8 eV
F_max ... 0.013 Eh/bohr
LUMO ... 1.76 eV
Energy relative to the best compared isomer or geometry (same formula, charge and spin) ... 24.1 kcal per mole

Entry 3:
DFT (ωB97M-V with the def2-TZVPD basis set) results for C37H27N17OYb as an isolated structure.

Each line ends with the Mulliken charge.
Cartesian coordinates (Å):
Yb  1.174  0.189  0.236  1.09
C  -2.708  -4.102  -0.572  -0.84
N  -1.705  -3.408  0.261  0.83
C  -0.517  -2.916  -0.149  -0.25
N  0.241  -2.448  0.859  -0.43
C  -0.598  -2.756  1.896  -0.61
N  -1.757  -3.297  1.606  -0.75
C  -4.039  -3.998  0.080  0.30
C  -4.588  -5.010  0.861  -0.61
C  -5.760  -4.803  1.611  -0.52
C  -6.297  -3.515  1.652  -0.93
C  -5.820  -2.521  0.770  -0.11
C  -4.678  -2.763  -0.005  0.15
C  -6.371  -1.180  0.721  0.43
N  -7.566  -0.749  0.906  -0.56
N  -7.542  0.651  0.915  -0.62
C  -6.282  0.926  0.704  0.03
O  -5.492  -0.164  0.572  0.04
C  -5.607  2.225  0.826  0.83
C  -6.075  3.001  1.969  -1.02
C  -5.331  4.123  2.305  -0.71
C  -4.354  4.599  1.403  -0.66
C  -3.932  3.917  0.268  1.06
C  -2.907  4.617  -0.599  -1.53
N  -1.640  4.031  -0.374  0.84
C  -1.001  2.970  -0.904  -0.33
N  0.101  2.681  -0.259  -0.26
C  0.137  3.662  0.714  -0.29
N  -0.836  4.550  0.666  -0.81
C  -4.567  2.687  -0.004  0.09
H  -2.364  -5.143  -0.707  0.41
H  -2.815  -3.608  -1.551  0.37
H  -0.196  -2.924  -1.178  0.56
H  -0.288  -2.560  2.841  0.58
H  -4.124  -5.996  0.941  0.35
H  -6.120  -5.635  2.309  0.27
H  -7.093  -3.295  2.318  0.49
H  -4.248  -1.947  -0.579  0.65
H  -6.913  2.661  2.587  0.43
H  -5.497  4.729  3.229  0.33
H  -3.901  5.529  1.686  0.34
H  -2.875  5.646  -0.310  0.47
H  -3.229  4.634  -1.642  0.40
H  -1.526  2.421  -1.692  0.53
H  0.864  3.771  1.483  0.45
H  -4.218  2.083  -0.852  0.39
N  -2.455  0.195  0.360  1.91
C  -1.860  0.522  1.552  0.21
N  -2.675  0.924  2.537  -0.25
N  -1.791  1.135  3.550  -0.77
N  -0.582  0.826  3.194  -0.60
N  -0.595  0.519  1.860  0.54
C  -1.931  -0.220  -0.799  0.18
N  -2.749  -0.725  -1.706  -0.32
N  -1.914  -1.015  -2.800  -0.82
N  -0.674  -0.739  -2.490  -0.63
N  -0.649  -0.232  -1.222  0.39
H  -3.444  0.254  0.382  -0.78
C  3.580  -0.505  -0.395  -0.55
C  4.753  -0.417  -0.736  -0.34
C  6.149  -0.195  -1.038  -0.34
C  6.990  -1.411  -1.021  0.43
C  6.499  -2.643  -1.448  -0.59
C  7.299  -3.789  -1.492  -0.49
C  8.649  -3.713  -1.129  -0.50
C  9.125  -2.471  -0.732  -0.47
C  8.347  -1.345  -0.671  -0.23
C  6.688  1.061  -1.330  0.70
C  6.209  2.221  -0.685  -0.82
C  6.671  3.481  -1.026  -0.43
C  7.679  3.652  -1.994  -0.48
C  8.255  2.519  -2.520  -0.48
C  7.779  1.228  -2.207  -0.29
H  5.456  -2.597  -1.745  0.37
H  6.809  -4.758  -1.619  0.33
H  9.178  -4.649  -1.106  0.38
H  10.180  -2.354  -0.405  0.29
H  8.749  -0.411  -0.314  0.55
H  5.322  2.200  -0.097  0.37
H  6.310  4.335  -0.570  0.47
H  8.077  4.639  -2.264  0.34
H  9.159  2.585  -3.159  0.29
H  8.265  0.332  -2.533  0.58

Properties
2S+1 ... 2
Charge ... -1
<S²> ... 0.78
HOMO-LUMO gap (spin up / spin down) ... 6.5 / 6.2 eV
F_max ... 0.077 Eh/bohr
LUMO (spin up / spin down) ... 2.22 / 1.56 eV